# 1
Entry from the Open Molecules 2025 dataset: a single C3H3ClN2O molecule in a non-equilibrium geometry (ωB97M-V/def2-TZVPD).

Element x y z (Å)
N -1.831 -0.293 -0.156
C -0.575 0.196 0.000
C 0.602 -0.708 0.061
C 1.591 0.219 -0.018
Cl 3.331 0.029 -0.063
O 1.199 1.449 0.012
N -0.230 1.464 0.034
H -2.730 0.387 -0.560
H -2.087 -0.967 0.692
H 0.731 -1.776 -0.001

Forces on the atoms, in the same order (eV/Å):
N -4.971 -0.042 0.906
C 1.999 -0.467 0.094
C -0.202 1.799 -0.536
C 1.344 -1.697 0.633
Cl -1.029 -0.039 -0.005
O -1.078 1.339 -0.154
N 0.103 -0.666 -0.338
H 3.893 -2.442 2.114
H 0.301 2.109 -2.745
H -0.360 0.106 0.032

Computed properties:
electronic energy: -760.97693 a.u.
HOMO level: -9.59 eV
relative energy (zero: lowest compared OMol25 entry of this formula, charge and spin): 2.302 eV
charge: 0
strongest force on any atom: 0.09836 Eh/bohr
structure (SMILES): Nc1cc(Cl)on1

Löwdin population analysis, charges in e, atoms 1 to 4: N 0.038; C -0.477; C -0.001; C -0.776

# 2
Entry from the Open Molecules 2025 dataset: a 9-piece molecular cluster, C20H50Cl2N6O12 overall in a non-equilibrium geometry (ωB97M-V/def2-TZVPD).

Element x y z (Å)
C -2.594 0.947 -22.025
C -1.351 1.800 -22.378
C -0.614 2.222 -21.160
C -0.009 1.192 -20.193
C 0.715 1.816 -18.881
C 1.034 0.663 -17.922
H -3.264 0.627 -22.824
H -3.103 1.623 -21.338
H -2.399 0.055 -21.429
H -0.664 1.358 -23.099
H -1.738 2.686 -22.882
H -1.232 2.933 -20.611
H 0.027 3.044 -21.478
H -0.809 0.515 -19.894
H 0.650 0.523 -20.746
H 1.671 2.229 -19.203
H 0.081 2.481 -18.294
H 0.078 0.220 -17.642
H 1.540 -0.105 -18.508
H 1.671 0.947 -17.084
C -0.030 5.566 -24.009
C -0.099 7.086 -23.879
C -1.526 7.753 -23.628
C -2.635 7.325 -24.662
C -4.041 8.046 -24.557
C -4.969 7.875 -25.836
H -0.414 5.242 -24.975
H -0.613 5.249 -23.144
H 1.003 5.218 -24.024
H 0.571 7.380 -23.071
H 0.287 7.537 -24.793
H -1.412 8.822 -23.449
H -1.903 7.243 -22.741
H -2.240 7.480 -25.666
H -3.059 6.342 -24.452
H -4.575 7.564 -23.738
H -3.834 9.080 -24.280
H -6.050 7.921 -25.700
H -4.726 8.628 -26.585
H -4.777 6.888 -26.259
Cl 3.567 3.978 -21.424
C 3.411 2.346 -22.033
C 3.370 2.251 -23.580
Cl 1.749 2.353 -24.206
H 2.480 1.996 -21.586
H 4.201 1.756 -21.569
H 3.949 1.397 -23.934
H 3.784 3.143 -24.050
C 1.733 -2.858 -20.920
N 2.598 -1.598 -20.876
O 2.691 -0.925 -21.876
O 3.150 -1.326 -19.808
H 1.507 -3.040 -21.971
H 0.830 -2.566 -20.385
H 2.286 -3.640 -20.400
C 4.737 -2.241 -24.971
N 6.116 -1.682 -25.403
O 6.304 -1.594 -26.624
O 6.989 -1.409 -24.559
H 4.223 -2.603 -25.862
H 4.076 -1.447 -24.625
H 4.920 -3.037 -24.248
C 6.304 5.339 -20.064
N 7.375 5.259 -19.159
O 7.649 4.160 -18.680
O 8.003 6.264 -18.933
H 5.491 4.806 -19.572
H 6.417 4.845 -21.029
H 5.884 6.335 -20.210
C 8.156 1.539 -25.336
N 7.370 2.605 -24.630
O 8.003 3.551 -24.200
O 6.184 2.417 -24.468
H 7.610 1.310 -26.251
H 8.225 0.797 -24.541
H 9.130 1.908 -25.660
C 4.294 0.601 -28.494
N 3.198 -0.077 -27.702
O 2.387 -0.705 -28.345
O 3.167 0.172 -26.486
H 3.837 1.376 -29.108
H 4.880 -0.105 -29.083
H 4.950 1.217 -27.880
C 6.078 -0.606 -21.057
N 6.383 -2.055 -21.026
O 7.121 -2.456 -20.123
O 5.784 -2.795 -21.821
H 5.428 -0.381 -20.212
H 5.440 -0.330 -21.897
H 6.970 0.020 -21.100

Forces on the atoms, in the same order (eV/Å):
C 0.295 -0.187 0.460
C -1.300 -0.248 0.269
C 0.537 0.451 0.452
C -0.148 1.395 0.850
C -0.362 -1.814 -1.089
C -0.221 -0.336 -1.080
H 0.275 0.407 -0.210
H -0.577 -0.113 -0.093
H 0.356 -0.042 -0.124
H 0.361 -0.712 -0.529
H 0.215 0.206 -0.141
H -0.766 -0.057 0.663
H 1.253 -0.002 -0.145
H -0.162 0.052 0.370
H 0.559 0.063 -0.069
H -0.230 0.662 0.063
H 0.034 0.561 -0.718
H 0.135 -0.010 0.621
H 0.292 -0.130 0.269
H -0.313 -0.027 0.041
C -0.676 0.993 -0.202
C -0.401 1.083 -0.761
C -0.390 -2.566 -0.192
C -0.806 1.240 0.056
C 0.035 0.111 -0.391
C 1.299 0.161 0.507
H -0.579 -0.168 0.241
H 0.148 -1.048 -0.156
H 0.217 -0.026 0.561
H -0.101 0.211 0.097
H 0.223 0.122 -0.065
H -0.156 -0.075 -0.216
H 0.149 0.571 0.737
H -0.149 -0.473 -0.225
H 1.366 -0.735 -0.471
H 0.065 0.255 0.286
H -0.550 0.214 -0.175
H 0.134 0.178 0.619
H 0.126 -0.103 -0.084
H 0.090 -0.046 -0.153
Cl 0.025 0.779 -0.202
C -0.601 -0.627 -0.145
C 0.368 0.347 1.804
Cl -0.581 -0.331 -0.034
H -0.006 -0.327 -0.286
H 0.117 -0.032 -0.496
H -0.331 -0.149 -0.490
H 0.616 0.194 -0.144
C 0.372 1.044 -0.066
N 0.476 -0.625 1.491
O -0.105 0.311 -0.492
O -0.694 -0.398 -1.244
H 0.173 -0.169 0.253
H 0.048 -0.228 0.079
H -0.175 0.101 -0.178
C 0.475 0.147 -0.490
N 0.793 -0.043 -0.449
O -0.396 0.114 1.746
O -2.076 -0.451 -1.215
H 0.566 -0.180 -0.074
H 0.593 0.147 0.472
H -0.014 0.369 0.059
C -3.780 -0.222 -1.049
N 2.690 -0.675 1.050
O -0.513 0.457 -0.383
O 0.099 0.517 0.168
H 0.027 -0.238 -0.055
H 0.776 0.014 0.248
H 0.841 0.194 0.067
C -0.179 0.542 -0.177
N 1.790 0.722 -0.074
O -0.735 -0.289 -0.097
O -0.651 -0.047 0.058
H -0.217 -0.684 0.497
H 0.035 -0.536 -0.746
H -0.118 0.222 0.573
C 0.391 0.839 0.011
N 0.470 1.166 -0.020
O 0.459 0.087 0.927
O -0.252 -0.655 -1.132
H -0.469 -0.587 -0.379
H -0.448 -0.092 0.114
H -0.083 -0.716 0.629
C -0.684 0.981 -0.393
N -0.149 -1.561 0.620
O -0.926 0.778 -1.565
O 0.769 1.078 0.901
H 0.555 -0.184 0.422
H 0.292 -0.672 -0.387
H 0.092 -0.448 0.399

Computed properties:
2S+1: 2
electronic energy: -2942.79772 a.u.
HOMO level (spin up / spin down): -12.67 / -12.67 eV
⟨S²⟩: 0.75
charge: +1
strongest force on any atom: 0.07641 Eh/bohr

Löwdin population analysis, charges in e, atoms 1 to 4: C -0.063; C -0.251; C -0.236; C -0.157

# 3
Entry from the Open Molecules 2025 dataset: a 2-piece molecular cluster, C17H38INOPSSi overall (ωB97M-V/def2-TZVPD).

Element x y z (Å)
C 1.723 4.464 0.358
C 1.945 4.598 -1.136
I 3.778 5.620 -1.539
C 2.035 3.264 -1.878
N 0.845 2.429 -1.638
C 0.766 1.384 -0.892
P 2.173 0.701 0.134
C 2.783 -0.527 -1.099
O 1.281 -0.184 1.164
C -0.638 0.853 -0.897
S -0.590 -0.755 -1.772
C -1.466 1.996 -1.517
Si -2.387 3.067 -0.188
C -1.861 2.548 1.534
C -4.208 2.727 -0.371
C -2.008 4.894 -0.402
C -0.411 2.707 -2.371
H 2.534 3.912 0.832
H 0.778 3.954 0.562
H 1.667 5.448 0.820
H 1.181 5.227 -1.591
H 2.927 2.714 -1.581
H 2.086 3.429 -2.954
H 3.868 -0.570 -1.026
H 2.377 -1.511 -0.858
H 2.512 -0.291 -2.128
H 0.869 -0.977 0.790
H -0.906 0.639 0.138
H -1.820 -1.126 -1.391
H -2.233 1.601 -2.184
H -2.062 1.498 1.756
H -0.805 2.739 1.742
H -2.440 3.139 2.248
H -4.624 3.078 -1.315
H -4.413 1.657 -0.289
H -4.742 3.219 0.445
H -1.333 5.230 0.388
H -2.926 5.477 -0.306
H -1.555 5.168 -1.355
H -0.298 2.235 -3.353
H -0.543 3.772 -2.536
C 1.927 -3.560 2.408
C 1.714 -4.274 1.078
C 0.316 -4.087 0.488
C -0.827 -4.608 1.362
C -0.724 -6.088 1.728
C -0.740 -7.018 0.521
H 1.248 -3.930 3.177
H 2.943 -3.704 2.775
H 1.764 -2.483 2.319
H 1.917 -5.340 1.206
H 2.453 -3.921 0.351
H 0.279 -4.570 -0.492
H 0.143 -3.018 0.296
H -1.771 -4.440 0.833
H -0.886 -4.017 2.280
H -1.558 -6.338 2.387
H 0.182 -6.264 2.315
H -1.651 -6.881 -0.065
H -0.698 -8.062 0.829
H 0.111 -6.842 -0.140

Forces on the atoms, in the same order (eV/Å):
C 0.028 0.062 0.003
C -0.045 -0.037 -0.029
I 0.034 0.048 -0.031
C -0.002 -0.067 -0.059
N 0.076 0.028 -0.126
C 0.069 0.080 0.001
P -0.241 0.037 0.026
C 0.098 0.015 -0.015
O 0.077 -0.002 0.039
C -0.074 0.088 0.388
S -0.001 0.023 -0.115
C 0.138 0.132 -0.172
Si -0.022 0.067 0.026
C 0.039 -0.003 -0.051
C 0.035 -0.118 0.026
C 0.092 -0.032 0.064
C -0.121 -0.199 -0.180
H -0.013 -0.033 0.000
H 0.005 -0.031 0.007
H 0.012 -0.001 -0.004
H -0.034 -0.019 0.026
H -0.037 -0.029 0.085
H 0.056 -0.005 0.000
H 0.006 -0.039 -0.003
H -0.027 0.016 -0.020
H 0.017 0.044 -0.001
H -0.026 -0.087 -0.019
H -0.042 -0.053 -0.062
H 0.010 -0.025 0.007
H -0.030 -0.081 0.085
H -0.041 0.005 0.013
H 0.013 -0.018 0.006
H 0.021 0.009 0.021
H 0.021 0.033 -0.011
H -0.019 0.002 -0.014
H -0.050 0.029 -0.043
H 0.009 0.028 -0.024
H -0.016 -0.003 -0.004
H -0.070 0.018 -0.038
H -0.008 0.057 -0.013
H 0.037 0.040 0.194
C -0.013 -0.013 0.014
C 0.006 0.032 -0.010
C 0.053 0.005 0.031
C -0.019 0.027 0.014
C -0.004 -0.006 -0.007
C 0.010 -0.001 0.005
H 0.003 -0.012 -0.001
H 0.004 -0.009 -0.008
H -0.010 0.003 0.012
H -0.007 -0.008 -0.029
H 0.009 -0.007 0.006
H -0.017 0.012 -0.007
H 0.006 -0.004 -0.005
H -0.004 -0.010 0.002
H 0.012 0.005 -0.005
H 0.004 -0.007 0.001
H -0.004 0.011 0.008
H 0.007 0.007 -0.009
H -0.010 0.000 0.001
H 0.004 -0.003 0.003

Computed properties:
electronic energy: -2127.09141 a.u.
HOMO level: -12.44 eV
charge: +1
strongest force on any atom: 0.00787 Eh/bohr

Löwdin population analysis, charges in e, atoms 1 to 4: C -0.164; C -0.788; I 0.925; C -0.230

# 4
Entry from the Open Molecules 2025 dataset: an isolated ion of composition C5H15N2 and charge +1 in a non-equilibrium geometry (ωB97M-V/def2-TZVPD).

Element x y z (Å)
C 1.088 2.485 1.965
C 0.705 1.061 1.556
N 0.222 0.952 0.156
C 0.657 -0.290 -0.538
C -0.473 -0.952 -1.285
C -0.359 -2.392 -1.646
N -1.676 -0.784 -0.295
H 1.790 2.987 1.305
H 0.158 3.060 1.837
H 1.394 2.520 3.005
H 1.604 0.428 1.658
H 0.068 0.534 2.263
H 0.439 1.796 -0.353
H 1.543 -0.224 -1.171
H 1.019 -0.893 0.299
H -0.748 -0.312 -2.121
H -0.064 -2.508 -2.687
H 0.294 -2.944 -0.966
H -1.318 -2.907 -1.583
H -2.617 -0.597 -0.645
H -1.380 0.112 0.191
H -1.782 -1.597 0.305

Forces on the atoms, in the same order (eV/Å):
C -1.921 -0.068 -0.505
C 2.103 -0.670 -0.182
N -0.204 -0.394 -0.177
C 0.907 0.346 1.373
C -1.891 0.871 0.675
C 0.071 -0.888 -0.292
N 0.053 0.553 -0.140
H 0.424 -0.427 0.027
H 0.228 0.222 0.458
H 0.121 0.085 -0.005
H 0.126 0.295 -0.260
H -0.792 0.526 0.014
H 0.070 0.022 -0.116
H -0.137 0.447 -0.247
H -0.278 -0.630 -0.244
H -0.056 -0.148 -0.159
H 0.396 -0.091 0.138
H 0.232 0.138 -0.226
H -0.192 0.168 -0.068
H 0.269 -0.148 -0.700
H 0.133 -0.281 0.290
H 0.337 0.074 0.347

Computed properties:
electronic energy: -308.76275 a.u.
HOMO level: -13.66 eV
relative energy (zero: lowest compared OMol25 entry of this formula, charge and spin): 0.814 eV
charge: +1
strongest force on any atom: 0.04308 Eh/bohr
structure (SMILES): CCNC[C@@H](C)[NH3+]

Löwdin population analysis, charges in e, atoms 1 to 4: C -0.073; C -0.270; N -0.092; C -0.168

# 5
Entry from the Open Molecules 2025 dataset: a 2-piece molecular cluster, C3H8NS overall in a non-equilibrium geometry (ωB97M-V/def2-TZVPD).

Element x y z (Å)
C -1.402 -1.763 0.187
C -0.461 -0.941 0.681
N -0.666 0.313 1.255
C 0.520 1.215 1.325
H -2.450 -1.499 0.205
H -1.064 -2.720 -0.180
H 0.556 -1.301 0.788
H -1.445 0.774 0.818
H 0.549 1.636 2.323
H 1.412 0.601 1.202
H 0.446 1.868 0.462
S 0.933 0.454 -1.663
H -0.090 -0.319 -2.033

Forces on the atoms, in the same order (eV/Å):
C 0.666 0.391 0.139
C -0.389 -0.060 0.551
N 0.808 -0.229 -0.299
C -0.980 -1.452 -0.046
H -0.054 -0.068 -0.200
H -0.296 -0.100 -0.020
H 0.067 0.001 -0.166
H -0.312 0.171 0.151
H 0.074 0.683 -0.159
H 0.056 0.063 0.044
H 0.344 0.736 0.427
S 0.131 -0.004 -0.295
H -0.114 -0.133 -0.127

Computed properties:
2S+1: 2
electronic energy: -571.94868 a.u.
HOMO level (spin up / spin down): -8.30 / -8.25 eV
⟨S²⟩: 0.75
relative energy (zero: lowest compared OMol25 entry of this formula, charge and spin): 1.006 eV
charge: 0
strongest force on any atom: 0.03408 Eh/bohr

Löwdin population analysis, charges in e, atoms 1 to 4: C -0.021; C -0.341; N -0.097; C -0.150

- The lowest electronic energy belongs to which entry?
  C20H50Cl2N6O12

- Look up the electronic energy of the fifth one.
  -571.94868 a.u.

- Among the records above, which one has the lowest strongest force on any atom?
  C17H38INOPSSi